Computed, not measured: a 2-piece molecular cluster, C2H7N2O overall in a non-equilibrium geometry, with wB97M-V/def2-TZVPD.

```
12
Properties=species:S:1:pos:R:3:forces:R:3
O -0.8461 -0.0034 -0.0886 0.7 -1.0 0.6
N 2.2178 -0.7466 -0.4657 -2.9 2.3 -1.3
N -2.2867 1.0858 1.2284 1.4 -3.1 -0.5
C 2.2925 -0.2969 -1.6480 -0.1 -1.1 -3.2
C -1.4942 -0.0262 0.9587 -0.9 2.2 -0.7
H 1.2660 -0.4093 -0.2338 -0.4 -1.8 2.2
H -1.5408 -0.8642 1.6952 0.1 0.5 -0.5
H 3.2474 -0.6011 -2.0677 -0.2 0.6 -1.3
H 1.3152 -0.0681 -2.2660 2.2 1.0 1.4
H -2.5028 1.2518 2.1581 -0.8 0.3 1.9
H 2.7427 -1.5913 -0.4682 0.7 -0.8 2.2
H -2.0664 1.8738 0.6879 0.2 1.1 -0.9
```
Positions in Å, forces in eV/Å.

Values from the calculation:
orbital gap: 8.05 eV
DFT total energy: -7206.391 eV
relative energy (zero: lowest compared OMol25 entry of this formula, charge and spin): 265.7 kJ/mol
net charge: +1
LUMO level: -5.940 eV